# 1
ORCA calculation (ωB97M-V/def2-TZVPD) on a gas-phase ion, C5H14N2 (charge -1) at a distorted geometry.

Properties
HOMO-LUMO gap (spin up / spin down): 2.589 / 8.324 eV
Net charge: -1
2S+1: 2
LUMO (spin up / spin down): 3.96 / 3.91 eV
ΔE to the lowest compared entry with this formula, charge and spin: 138.0 kJ/mol

```
21
C5H14N2 | the OMol25 dataset | ωB97M-V/def2-TZVPD
H 2.1999 -1.7280 -0.8193
H 2.1407 -1.6755 0.9603
C 1.6151 -1.3403 0.0500
H 0.7640 -2.0330 0.0143
H -3.3835 -0.9081 -0.2526
H 0.2983 1.6393 -0.7283
C -0.9664 0.0593 -0.9541
H -3.6990 0.6016 0.6177
N -1.6287 0.2593 0.3356
H -1.4972 0.7674 -1.6251
C 0.4591 0.5636 -0.8877
H -1.1214 -0.2459 1.0537
H 2.9685 1.2834 -0.0653
H 1.7745 1.8211 1.0718
N 1.2956 0.0353 0.1400
H -1.1205 -0.9646 -1.3253
C -2.9907 -0.2245 0.5097
H 2.8872 0.4099 1.4638
C 2.2638 0.9067 0.7340
H -2.9749 -0.9124 1.3867
H 0.8922 0.3429 -1.8874
```

Atomic partial charges in e from the Mulliken method, atoms 1 to 2: number 1, H, carries 0.708; number 2, H, carries 0.526


# 2
ORCA calculation (ωB97M-V/def2-TZVPD) on a gas-phase ion, C5H9ClN (charge +1) at a distorted geometry.

Properties
HOMO-LUMO gap: 9.211 eV
Net charge: +1
LUMO: -4.66 eV
Structure (SMILES): C/[NH+]=C/C/C=C\Cl
ΔE to the lowest compared entry with this formula, charge and spin: 114.3 kJ/mol

```
16
C5H9ClN | the OMol25 dataset | ωB97M-V/def2-TZVPD
C -0.3285 -1.5766 -0.0252
H -1.4577 2.6472 -1.3349
H -0.0896 -2.5600 -0.6099
N -0.9214 0.7724 -0.4645
H 1.9776 -1.7564 0.4114
H 2.1903 -0.7434 2.3689
H -1.5952 0.9198 0.3007
C -0.3197 -0.3417 -0.7766
C 1.1985 -0.7577 1.9187
H 0.0884 2.5305 -0.7449
C 0.9706 -1.3761 0.7736
C -0.6465 2.0426 -1.2033
H -1.2394 -1.6139 0.5088
Cl -0.0721 0.0185 2.7441
H 0.5210 -0.2284 -1.6328
H -0.2763 2.0231 -2.2337
```

Atomic partial charges in e from the Mulliken method, atoms 1 to 2: number 1, C, carries -0.536; number 2, H, carries 0.400


# 3
ORCA calculation (ωB97M-V/def2-TZVPD) on C6H11N in the gas phase at a distorted geometry.

Properties
HOMO-LUMO gap: 10.769 eV
Net charge: 0
LUMO: 0.93 eV
Structure (SMILES): CCC[C@@H](C)C#N
ΔE to the lowest compared entry with this formula, charge and spin: 168.1 kJ/mol

```
18
C6H11N | the OMol25 dataset | ωB97M-V/def2-TZVPD
C 0.5475 0.3931 1.6409
H -2.1265 -1.2849 -0.2494
H -1.3337 1.6339 -0.8826
N -0.3734 0.9964 2.0125
H 0.8042 -1.4209 0.7481
H -3.2459 0.0725 -0.0842
C 2.5641 -0.2966 0.2560
H 2.8478 -0.9765 -0.5541
H 3.1256 -0.5794 1.1512
C 1.0604 -0.3823 0.5070
C -1.2135 0.6956 -0.3386
C -2.3573 -0.2751 -0.6163
H -2.6159 -0.3636 -1.6779
C 0.1870 0.1048 -0.7064
H -1.3744 1.0949 0.8067
H 2.8622 0.7171 -0.0312
H 0.0997 -0.7679 -1.3798
H 0.7933 0.8344 -1.2648
```

Atomic partial charges in e from the Mulliken method, atoms 1 to 2: number 1, C, carries 0.141; number 2, H, carries 0.295


# 4
ORCA calculation (ωB97M-V/def2-TZVPD) on a molecular structure, C42H37AgAsN2O2PS at a distorted geometry.

Properties
HOMO-LUMO gap: 7.774 eV
Net charge: 0
LUMO: 0.25 eV
ΔE to the lowest compared entry with this formula, charge and spin: 7.0 kJ/mol

```
87
C42H37AgAsN2O2PS | the OMol25 dataset | ωB97M-V/def2-TZVPD
H 3.5227 3.8920 -4.0924
H 4.7973 3.1321 -2.1115
C 1.1033 5.7849 1.9238
H -1.0232 5.9924 1.7334
H 1.5184 2.2826 4.3850
H 7.0564 -1.9717 -0.7018
H 2.4349 -1.4134 6.3255
H 2.7725 2.8442 2.0756
C 1.4706 0.6978 0.4675
C -6.3788 -1.3702 -1.0708
C -6.8658 -0.1159 -0.8524
C 2.7336 0.4607 -2.4627
H 1.4964 -2.6547 4.3883
H -3.8799 3.1152 1.9867
C -1.4737 -3.5197 -3.8285
H 2.4015 1.0641 6.3159
H 2.4304 0.4607 0.9326
As 2.1561 -1.2450 -1.6896
H -6.9636 -2.0904 -1.6295
H -6.0823 3.9415 1.1870
S -2.4188 -2.6640 0.5503
C 4.5997 -2.3070 1.5990
C 4.0165 2.5075 -2.5274
N -3.0392 -1.1988 0.6188
H -1.8143 -4.5330 -5.7013
H -1.6072 -1.3991 -4.1085
C 6.0627 -1.9690 -0.2719
H -2.0267 -5.0943 -0.8630
C 2.0430 -0.8764 5.4715
C 2.0267 0.5087 5.4658
C 2.0300 0.8950 -3.5845
H -1.4353 3.5536 1.7053
C 2.3045 2.1262 -4.1664
H -1.4517 -5.5773 -3.2158
C -4.8158 0.4135 0.3859
H 2.5216 -1.9926 1.2429
H 0.0400 -0.1701 -0.8927
C -1.6829 -2.2156 -3.3991
N -4.0552 1.2769 1.1194
C -5.1214 -1.7710 -0.5834
H -7.8346 0.1917 -1.2250
H 4.4426 -2.5708 2.6375
C 1.5263 -1.5727 4.3826
C -1.6008 -4.5511 -2.8994
C -5.7619 2.9399 0.9348
C -1.9168 -4.2889 -1.5769
C -6.5360 2.1032 0.1896
H 1.6347 1.5518 -0.1914
C 3.6857 -1.6144 -0.5303
C 1.0338 0.5168 3.2614
H 1.7460 2.4492 -5.0358
C -6.0876 0.7965 -0.1068
H 1.2591 0.2633 -4.0134
H 3.1819 5.2704 2.1017
C -2.0987 -2.9735 -1.1659
P 0.3131 1.2555 1.8041
C -4.3096 -0.9137 0.1339
C -1.1157 -3.8209 -5.2596
C 0.9259 -0.4805 -0.3348
H 5.1329 -1.3726 -2.1029
C 2.1691 4.8975 2.0194
H 0.5888 -1.3107 0.2892
Ag -1.8464 0.4269 1.5037
H 6.7299 -2.5633 1.6812
C 3.3009 2.9349 -3.6382
C -4.5147 2.4735 1.3844
C 5.8803 -2.3027 1.0636
C -0.1918 5.3042 1.8128
C -0.4242 3.9335 1.8001
C 1.9379 3.5324 2.0052
H 1.2861 6.8515 1.9336
C 1.5236 1.1993 4.3703
O -3.3252 -3.6985 0.9774
H -7.5049 2.4187 -0.1796
H 0.5414 -1.4473 2.4987
C 4.9725 -1.6327 -1.0624
H -1.1226 -2.9176 -5.8684
H -4.8033 -2.7867 -0.7627
O -1.1315 -2.6000 1.2097
C 1.0145 -0.8840 3.2974
H 4.2937 0.9617 -1.0725
C 0.6348 3.0388 1.8980
C -1.9905 -1.9377 -2.0731
C 3.5111 -1.9712 0.8043
C 3.7323 1.2804 -1.9421
H -0.1186 -4.2606 -5.3246
H -2.1662 -0.9197 -1.7556
```

Atomic partial charges in e from the Mulliken method, atoms 1 to 2: number 1, H, carries 0.384; number 2, H, carries 0.404


# 5
ORCA calculation (ωB97M-V/def2-TZVPD) on 2 unconnected molecules or ions with the total composition C12H19ClFIN5O6 at a distorted geometry.

Properties
HOMO-LUMO gap: 7.921 eV
Net charge: +1
LUMO: -4.94 eV

```
45
C12H19ClFIN5O6 | the OMol25 dataset | ωB97M-V/def2-TZVPD
N -1.1984 2.9686 -1.3423
H -1.2872 -2.3084 0.5101
H 5.1816 -0.0782 -2.6935
N -1.8761 -0.2505 -0.1211
I -1.3695 4.9250 -1.9762
O -7.1553 -1.4829 1.8524
H 3.7905 -0.7731 -1.8691
C -3.8427 3.4531 0.2918
C -3.5964 2.4404 -0.9554
O 5.6673 -1.4841 -1.3041
H 4.4774 0.4559 0.2402
H -6.3690 -0.0669 0.5697
C 0.1898 2.5182 -1.2709
C 4.8658 0.7438 -0.7401
H 6.5620 -4.7507 1.2162
H 5.8974 1.0728 -0.5895
N -0.0560 -0.8581 1.4709
H -3.0753 0.2738 2.1165
H 0.9010 -0.6843 1.1214
H -4.3523 1.5903 -1.0146
O -4.8646 -0.9310 1.9912
Cl 1.6925 3.4678 -1.6673
H -3.7782 3.0933 -1.9011
C 4.8140 -0.4139 -1.7209
N 0.0451 1.1565 -0.7870
O -4.7700 4.3002 0.3248
C -6.1774 -0.7923 1.4365
H 4.8309 -4.4205 1.0419
H 5.8653 -3.3507 2.0500
C -0.8270 -1.2967 0.2417
C -3.2899 -0.6534 0.0909
H 4.2759 1.5865 -1.1067
H -4.5947 0.9710 1.1522
N -2.1719 2.0632 -0.9595
H -3.9262 -0.4926 -0.8704
F -2.8816 3.3550 1.3750
H -0.1218 -1.4927 -0.6600
C 5.8158 -3.9585 1.1431
C -3.9434 0.0636 1.4020
C 5.2073 -2.2299 -0.2855
H -3.3752 -1.7922 0.3009
C -1.3903 0.9011 -0.5857
O 4.1500 -2.0823 0.2875
H -0.0731 -1.5967 2.1901
O 6.1340 -3.1594 0.0037
```

Atomic partial charges in e from the Mulliken method, atoms 1 to 2: number 1, N, carries -0.752; number 2, H, carries 0.366


# 6
ORCA calculation (ωB97M-V/def2-TZVPD) on a molecular structure, C4H3NOS at a distorted geometry.

Properties
HOMO-LUMO gap (spin up / spin down): 7.446 / 7.447 eV
Net charge: 0
LUMO (spin up / spin down): -0.71 / -0.71 eV
ΔE to the lowest compared entry with this formula, charge and spin: 613.5 kJ/mol

```
10
C4H3NOS | the OMol25 dataset | ωB97M-V/def2-TZVPD
N -2.6959 -1.3081 -0.1536
C -2.8690 1.2321 0.3369
C -1.0128 0.4388 0.2523
C -1.4542 -0.8830 -0.2265
H -0.6479 -1.3817 -0.6853
S -3.8684 -0.2599 0.3468
H 0.9959 0.0020 -0.0147
H 0.6730 1.5775 0.6209
O -3.5872 0.8757 -0.7989
C 0.3338 0.6832 0.2759
```

Atomic partial charges in e from the Mulliken method, atoms 1 to 2: number 1, N, carries -0.547; number 2, C, carries -0.106


# 7
ORCA calculation (ωB97M-V/def2-TZVPD) on 7 unconnected molecules or ions with the total composition C36H39F3N2O2 at a distorted geometry.

Properties
HOMO-LUMO gap: 7.855 eV
Net charge: 0
LUMO: 0.33 eV
Structure (SMILES): CCOC(=O)C(F)(F)F.c1cc[nH]c1.c1cc[nH]c1.c1ccccc1.c1ccccc1.c1ccccc1.c1ccccc1

```
82
C36H39F3N2O2 | the OMol25 dataset | ωB97M-V/def2-TZVPD
F -15.1099 -12.7479 -19.0650
C -14.8016 -8.0061 -20.9475
H -15.9520 -7.7617 -27.9444
H -13.6044 -15.2686 -22.4270
C -17.2758 -8.3387 -24.8694
H -18.1842 -8.3949 -24.2880
C -13.3006 -13.8257 -20.1440
H -18.1526 -7.6103 -26.6076
H -14.0351 -9.3601 -24.4381
C -17.0773 -12.2034 -22.0117
C -14.0912 -15.7043 -21.5546
H -15.3538 -17.0852 -22.7407
H -14.7555 -13.8569 -24.9610
C -15.3702 -16.2162 -22.0829
H -16.2705 -13.9794 -19.5065
C -14.9772 -13.3258 -22.6993
H -15.9911 -16.4998 -21.2331
C -18.4811 -12.0891 -27.3079
H -13.5591 -6.5983 -22.0408
N -17.1312 -10.4527 -26.6861
C -16.9882 -11.3031 -23.1264
C -13.9427 -7.6051 -21.9669
H -20.9261 -14.1298 -21.0651
C -15.9017 -11.5276 -24.0106
H -16.0911 -13.7284 -20.9288
C -18.2830 -13.2061 -19.1509
H -17.8808 -12.4093 -21.3201
C -15.3486 -9.2596 -20.9779
C -13.2154 -16.5981 -25.6105
C -16.1007 -8.8683 -24.2502
C -15.3347 -16.0178 -25.2813
H -19.1186 -12.5412 -25.1732
C -14.5157 -14.8888 -25.1712
H -14.2783 -14.1193 -22.4795
C -19.6003 -13.1505 -19.6061
C -16.0442 -13.1253 -21.8235
C -13.5848 -8.5518 -22.9757
H -15.4503 -11.1929 -21.8508
H -16.4085 -16.1335 -25.2849
C -17.7212 -11.1517 -27.7428
C -13.8030 -12.7548 -19.1778
H -14.7638 -18.0958 -25.9135
F -13.3371 -11.5640 -19.5634
H -19.0071 -12.8027 -27.9248
C -19.9529 -14.0333 -20.6069
C -18.5924 -11.9816 -25.9323
C -14.9165 -8.6131 -26.2966
H -15.7656 -10.8263 -24.8206
C -17.6745 -14.5801 -20.9622
C -14.8909 -10.2692 -21.8334
H -12.2785 -17.0999 -25.8025
H -16.3389 -9.3059 -23.2920
H -15.7414 -15.3941 -22.6947
H -16.0960 -9.3986 -20.2107
C -14.0011 -9.9044 -22.8478
C -14.4791 -17.1017 -25.6019
H -13.6258 -10.6537 -23.5290
C -17.2914 -13.9263 -19.8548
H -20.3091 -12.4088 -19.2685
C -14.9389 -8.9991 -24.9064
H -12.3577 -14.7104 -25.2489
H -17.3230 -10.9150 -28.7184
C -14.9630 -12.5749 -23.8887
F -13.4001 -13.0003 -17.9916
H -16.9468 -15.0310 -21.6207
H -12.8690 -8.2920 -23.7416
C -17.2189 -7.9530 -26.1869
O -14.2897 -14.6050 -20.6753
H -17.4784 -10.5603 -24.5995
N -13.1905 -15.2691 -25.3689
H -15.1444 -7.3459 -20.1644
C -17.7405 -10.9780 -25.5603
H -19.3857 -15.2013 -22.2193
H -17.7443 -10.5937 -23.4288
H -18.0087 -12.6189 -18.2870
C -19.0273 -14.7364 -21.3128
H -13.9935 -8.7501 -26.8405
O -12.0787 -14.0740 -20.2364
H -13.3267 -16.3800 -21.1710
C -16.0105 -8.0479 -26.9047
H -14.1611 -12.6381 -24.6093
H -16.5370 -9.6387 -26.7522
```

Atomic partial charges in e from the Mulliken method, atoms 1 to 2: number 1, F, carries -0.259; number 2, C, carries -0.867


| no. | energy (Eh) |
| --- | --- |
| 1 | -308.3105 |
| 2 | -710.5401 |
| 3 | -289.9077 |
| 4 | -5004.9864 |
| 5 | -2051.1949 |
| 6 | -682.1370 |
| 7 | -1954.2575 |